1.
Density functional theory data (the ωB97M-V functional and the def2-TZVPD basis) for a gas-phase ion, C27H42NO2 (charge +1) at a distorted geometry.

Computed properties:
highest occupied orbital energy	-10.911	eV
multiplicity	1
orbital gap	8.8	eV
electronic energy	-1259.02199	hartree
charge	+1

Each line ends with the natural charge from an NBO analysis.
Atoms and positions in Å:
H (-0.7163, -1.0274, 1.8700)  0.249
H (-1.8786, -2.7565, 1.4547)  0.207
C (2.6520, -1.4364, -1.4240)  -0.138
H (-4.2487, -1.0309, 0.6482)  0.258
C (1.5713, -2.1083, 1.0114)  -0.320
H (-3.0524, 2.2788, -1.3680)  0.205
C (3.0509, 2.3622, 0.2027)  -0.051
H (1.1718, -2.4141, 1.9677)  0.217
H (1.3911, 1.0114, 0.5347)  0.194
H (3.6105, 2.8617, -1.8474)  0.209
H (6.4866, -0.0713, 0.2420)  0.214
H (-5.7443, 0.7421, 1.5836)  0.214
O (-3.0041, -2.9180, -0.2782)  -0.550
H (-2.3317, -4.8339, 0.1417)  0.186
H (2.4129, 2.5404, 2.2796)  0.196
C (3.2104, -0.8822, -0.2803)  -0.045
C (-3.3910, -1.1728, 1.3101)  -0.248
C (5.5866, -0.6774, 0.3089)  -0.588
C (-6.6181, 1.3350, -0.2704)  -0.197
C (-6.3959, 1.8609, -1.5321)  -0.177
C (-5.1101, 2.1949, -1.9227)  -0.215
H (-7.2241, 2.0231, -2.2034)  0.231
H (3.9638, 0.8361, -2.3182)  0.204
H (-3.4571, 1.3247, 2.1786)  0.232
C (4.3926, 0.0697, -0.3177)  -0.085
H (-0.6362, 0.7299, 1.8087)  0.238
H (2.0760, 3.9680, 1.2979)  0.206
C (4.1474, 1.3280, 0.5507)  -0.380
H (3.1002, -0.9305, 1.8681)  0.210
C (2.6683, -1.2773, 0.9425)  -0.139
C (-3.1045, 1.2398, 1.1482)  -0.230
H (2.7764, 4.1451, -0.9868)  0.208
C (0.9794, -2.5936, -0.1532)  0.356
C (-5.5562, 1.1298, 0.5927)  -0.197
H (3.7194, 3.6337, 1.8294)  0.217
H (5.5766, 1.2052, -1.7112)  0.222
C (-4.2581, 1.4440, 0.2012)  -0.114
H (-2.8697, -4.4978, -1.5237)  0.211
H (-0.4146, -4.7136, -1.4854)  0.199
H (-3.7136, -1.0558, 2.3458)  0.228
C (-2.9014, -2.6040, 1.0964)  -0.097
H (3.9495, 0.9828, 1.5669)  0.200
H (-1.2011, 0.5996, -0.5661)  0.229
C (-4.0472, 1.9912, -1.0606)  -0.142
H (5.2023, -0.4194, -2.2644)  0.215
H (3.0642, -1.2190, -2.3951)  0.216
H (5.0936, 1.8719, 0.5902)  0.216
H (5.4076, -0.9090, 1.3553)  0.206
H (-1.2882, -1.1556, -0.4057)  0.252
H (5.7625, -1.6116, -0.2198)  0.215
H (-2.3521, 2.0124, 0.9751)  0.235
C (1.5525, -2.2799, -1.3741)  -0.341
C (2.7975, 3.1747, 1.4824)  -0.598
C (-1.8607, -0.2364, -0.3406)  -0.434
C (4.7991, 0.4465, -1.7438)  -0.611
H (-3.5614, -3.2693, 1.6735)  0.203
C (3.5051, 3.3434, -0.8818)  -0.607
N (-2.4102, -0.0894, 1.0167)  -0.201
H (-2.6698, -0.2766, -1.0663)  0.248
H (1.1693, -2.6889, -2.2955)  0.224
H (-1.6801, -0.0590, 3.0027)  0.228
C (-2.3226, -4.0980, -0.6679)  -0.082
H (-7.6196, 1.0908, 0.0467)  0.230
O (-0.1770, -3.3192, 0.0287)  -0.547
H (0.9733, 2.4959, -0.3453)  0.199
H (1.8306, 1.1882, -1.1628)  0.214
C (-1.2993, -0.1159, 1.9844)  -0.426
C (-0.8825, -3.8009, -1.0987)  -0.096
H (4.4589, 3.7914, -0.6157)  0.213
C (1.7278, 1.7189, -0.2208)  -0.610
H (-0.9060, -3.0455, -1.8935)  0.180
H (-4.9336, 2.6228, -2.8970)  0.229

Forces on the atoms, in the same order (eV/Å):
H -0.1 0.0 -0.1
H -0.1 0.0 0.0
C 0.2 0.1 0.2
H 0.1 0.1 0.1
C -0.1 -0.1 -0.1
H 0.1 0.0 0.0
C -0.1 0.1 0.1
H -0.1 0.0 0.1
H -0.1 -0.1 0.0
H 0.0 0.0 -0.2
H 0.1 0.1 0.0
H 0.0 -0.1 0.1
O 0.0 0.3 0.0
H 0.0 0.0 0.0
H 0.0 -0.1 0.1
C 0.0 -0.1 -0.2
C -0.4 -1.0 -0.1
C -0.1 0.1 -0.1
C 0.0 0.0 0.0
C 0.0 0.0 0.0
C 0.0 0.0 -0.1
H -0.1 0.0 -0.1
H -0.1 0.1 -0.1
H 0.2 -0.1 0.0
C 0.3 0.1 0.1
H -0.1 0.0 -0.1
H -0.1 0.1 0.0
C -0.2 -0.1 -0.2
H 0.1 0.1 0.1
C -0.1 -0.1 -0.1
C -0.5 0.7 -0.1
H -0.1 0.1 0.0
C -0.1 0.1 0.1
C 0.1 0.1 0.0
H 0.1 0.1 0.1
H 0.1 0.1 0.0
C 0.0 0.0 0.0
H 0.1 -0.1 0.1
H 0.0 0.1 0.0
H 0.1 0.1 0.0
C 0.0 0.0 0.1
H 0.1 0.0 0.1
H 0.0 0.1 0.2
C 0.0 0.0 0.1
H 0.0 -0.1 -0.1
H 0.1 0.1 -0.1
H 0.1 0.0 0.1
H 0.0 0.0 0.1
H 0.0 0.0 0.1
H 0.0 -0.1 0.0
H 0.1 -0.2 0.1
C -0.4 -0.3 0.0
C 0.0 -0.1 -0.2
C 0.3 -0.1 -0.9
C -0.1 -0.1 0.2
H 0.1 0.2 0.0
C -0.1 -0.2 0.1
N -0.1 0.0 0.1
H 0.0 0.0 0.1
H -0.1 0.0 -0.1
H -0.2 0.0 -0.1
C 0.5 0.0 -0.1
H -0.1 0.0 0.0
O 0.2 0.1 0.1
H -0.1 0.1 0.0
H -0.1 -0.1 -0.1
C 0.7 -0.1 0.6
C -0.5 -0.1 -0.1
H 0.1 0.1 0.0
C 0.2 0.2 0.0
H 0.0 -0.1 0.0
H 0.0 0.0 -0.1

=====

2.
Density functional theory data (the ωB97M-V functional and the def2-TZVPD basis) for a molecular structure, C20H40N6O3PPdS.

Computed properties:
highest occupied orbital energy	-3.475	eV
multiplicity	1
orbital gap	6.1	eV
electronic energy	-2207.63529	hartree
charge	-1

Each line ends with the Mulliken charge.
Atoms and positions in Å:
H (1.8456, 2.9294, 0.1003)  0.277
C (0.8617, 2.0088, -2.4787)  -1.749
H (-2.2476, 3.5143, -2.1975)  0.227
N (-1.0130, -3.0071, 1.0852)  -0.159
O (4.4798, -0.2885, -1.5479)  -0.657
H (3.2029, -2.9750, 1.5648)  0.504
C (1.5398, -3.5314, -1.8995)  -0.350
H (-1.1068, 0.9838, -3.8113)  0.656
H (0.7662, -5.3322, -1.0695)  0.343
H (2.7228, -1.8218, -2.5797)  0.592
C (5.6304, -2.2578, -0.2986)  -1.027
S (4.3032, -1.0260, -0.2610)  0.491
C (2.7424, -3.1368, 0.5947)  -0.779
N (-1.6267, -3.8373, 0.1916)  0.993
H (-1.9823, 0.9117, 2.3017)  0.077
C (-1.3336, 0.9168, -2.7424)  -1.950
H (-2.0989, 4.2431, 1.2813)  0.230
C (2.9296, -2.1606, -0.4369)  0.377
C (-1.1726, 4.4562, 0.7515)  -1.784
H (0.4036, -2.9523, 3.9219)  0.170
O (-1.6185, -5.0787, 0.2988)  -0.807
C (-2.7438, 1.4757, 1.7627)  -1.904
N (-0.8180, -4.7397, 2.7648)  -0.527
C (-0.6067, 2.0575, -2.0143)  2.191
H (1.0254, 4.2245, -0.7909)  0.239
H (1.5684, 4.5073, 0.8576)  0.644
H (-2.4159, 0.9774, -2.6354)  0.289
C (-0.6264, -3.4960, 2.2530)  0.648
H (-0.2661, -4.9938, 3.5661)  0.200
H (-3.6297, 2.0207, -1.5295)  0.337
N (-0.0004, -2.6194, 3.0629)  -0.045
C (-0.1959, 3.2779, 0.7723)  1.988
H (-1.9771, -0.7560, 0.3002)  0.244
C (1.3867, -4.4605, -0.9065)  -0.432
H (-0.7044, 5.3125, 1.2518)  0.519
C (2.3341, -2.3581, -1.7212)  -0.813
O (-2.1947, -3.2805, -0.7175)  -0.634
H (6.5739, -1.7212, -0.2071)  0.371
H (0.8798, 1.8171, -3.5568)  0.512
H (1.3817, 2.9499, -2.3149)  0.263
N (0.1758, 0.5062, 0.3238)  -0.380
C (-2.7949, -0.1378, -0.0712)  -1.925
N (0.2721, -1.2801, 2.7508)  -0.653
H (0.7487, 1.9996, 2.2406)  0.280
H (5.5784, -2.7767, -1.2557)  0.275
H (0.6435, 3.7189, 2.7083)  0.539
H (-0.9994, -0.0595, -2.3832)  0.193
H (-4.5910, 1.9195, -0.0629)  0.526
H (-0.7763, 2.6807, 2.8148)  0.288
H (1.8710, -4.9971, 1.1388)  0.387
H (5.5099, -2.9582, 0.5275)  0.337
H (-1.4280, 4.7706, -0.2615)  0.232
H (-2.9031, -0.3382, -1.1348)  0.214
C (1.1396, 3.7565, 0.1852)  -1.981
Pd (1.2689, -0.9780, -0.5696)  -0.010
H (-1.1574, 3.4293, -3.5782)  0.552
H (1.4368, 1.2221, -1.9927)  0.176
H (-3.7232, 1.0595, 2.0210)  0.609
P (-0.6942, 1.6772, -0.1415)  0.436
C (0.1157, 2.8879, 2.2267)  -1.787
C (2.0053, -4.2617, 0.3527)  -0.368
H (0.5501, -1.2056, 1.7656)  0.171
H (1.0660, -3.6927, -2.8617)  0.378
H (-0.6451, 4.2469, -2.1091)  0.268
H (-0.5971, -0.7503, 2.7939)  0.308
H (-3.7266, -0.4498, 0.4151)  0.645
C (-3.6045, 2.1966, -0.4541)  -2.116
H (-0.9945, -5.4437, 2.0549)  0.252
C (-1.2046, 3.3893, -2.4836)  -2.036
H (-2.7244, 2.5049, 2.1143)  0.346
C (-2.5417, 1.3444, 0.2450)  2.827
H (-3.4745, 3.2655, -0.2856)  0.251

Forces on the atoms, in the same order (eV/Å):
H 0.0 0.0 0.0
C 0.0 0.1 -0.1
H 0.0 0.0 0.0
N -0.2 -0.3 0.2
O 0.0 0.0 0.1
H 0.0 0.0 0.0
C 0.1 0.0 -0.1
H 0.0 0.0 0.0
H 0.0 0.0 0.0
H 0.0 0.0 0.0
C 0.0 0.0 0.0
S 0.1 0.0 -0.1
C 0.0 0.0 0.0
N -0.3 0.0 0.3
H 0.0 0.0 0.0
C 0.0 0.0 0.0
H -0.1 0.0 0.0
C 0.0 -0.1 -0.1
C 0.0 0.0 0.0
H 0.0 0.0 -0.1
O 0.2 0.1 0.2
C 0.0 0.0 -0.1
N 0.0 -0.2 -0.3
C 0.0 0.0 0.0
H 0.0 0.0 0.0
H 0.0 0.0 0.0
H 0.1 0.0 0.0
C 0.2 0.3 -0.1
H 0.0 0.0 0.0
H 0.0 0.0 0.1
N -0.1 0.0 0.0
C 0.0 0.0 0.0
H 0.0 0.0 0.0
C 0.0 0.0 0.0
H 0.0 0.0 0.0
C 0.0 -0.3 0.1
O 0.1 0.0 -0.2
H 0.0 0.0 0.0
H 0.0 0.0 0.0
H 0.0 0.0 0.0
N -0.1 0.1 0.0
C 0.0 0.0 0.0
N -0.1 0.0 0.0
H 0.0 0.0 0.0
H 0.0 0.0 0.0
H 0.0 0.0 0.0
H 0.0 0.0 0.0
H 0.0 0.0 0.0
H 0.0 0.0 0.0
H 0.0 0.0 0.0
H 0.0 0.0 0.0
H 0.0 0.0 0.1
H 0.0 0.0 0.0
C 0.0 0.0 0.0
Pd 0.0 0.3 0.1
H 0.0 0.0 0.0
H 0.0 -0.1 0.1
H 0.0 0.0 0.0
P 0.1 -0.1 -0.1
C 0.0 0.0 0.0
C 0.0 0.0 0.0
H 0.1 0.1 0.0
H 0.0 0.0 0.0
H 0.0 0.0 0.0
H 0.1 -0.1 -0.1
H 0.0 0.0 0.0
C 0.0 0.0 0.0
H 0.0 0.1 0.1
C 0.0 0.0 0.0
H 0.0 0.0 0.0
C 0.0 0.0 0.0
H 0.0 0.1 0.0